Record 1
{
  "formula": "C22H18N4O2Pd",
  "method": "ωB97M-V/def2-TZVPD",
  "e_homo_ev": [-7.33, -7.33],
  "spin_multiplicity": 1,
  "fmax_ha_per_bohr": 0.033,
  "energy_ha": -1346.4919,
  "e_lumo_ha": [-0.0196, -0.0196],
  "species": ["N", "C", "H", "C", "H", "C", "H", "C", "C", "H", "H", "H", "C", "H", "H", "C", "H", "C", "N", "H", "H", "C", "C", "C", "C", "H", "C", "O", "C", "H", "C", "N", "O", "C", "C", "H", "H", "C", "C", "C", "Pd", "C", "H", "C", "H", "H", "N"],
  "coordinates": [[1.18446, 1.32937, 0.47244], [-3.61961, -1.19607, 1.93064], [-5.17197, 1.36249, -0.50737], [-2.52982, 1.46879, -0.46125], [4.10172, -0.75717, -3.02982], [3.25565, -2.38700, 3.36662], [0.18272, 2.12788, -1.93579], [2.02649, -0.15217, 2.20717], [1.83651, -1.44386, 1.61055], [0.01847, 3.02453, 0.97939], [2.64646, -1.04378, -1.03728], [2.86711, 0.92346, 3.85665], [2.76950, -0.05519, 3.39811], [-6.63807, -0.10297, 0.83079], [-3.16987, -1.90498, 2.61374], [0.32969, -0.42624, -3.22361], [-0.75055, -0.35417, -3.24236], [2.49689, -2.53429, 2.23408], [-0.12259, 0.32484, -6.60830], [2.35813, -3.50540, 1.77515], [3.97930, -1.01953, 4.87349], [3.39190, -1.13397, 3.97244], [0.39824, 0.06043, -5.61900], [-4.98027, -1.10200, 1.79636], [-0.39001, 2.39196, -1.04370], [3.73832, -3.25166, 3.80561], [2.45217, -0.36364, -4.34331], [-1.46931, -0.40738, 1.43935], [1.06091, -0.24531, -4.39080], [3.04390, -0.24303, -5.23961], [0.57822, 2.60807, 0.13288], [0.89485, -0.70149, -2.05071], [1.11081, -1.72159, 0.56117], [-4.74453, 0.63924, 0.17979], [1.49130, 1.09056, 1.69147], [1.37761, 1.89082, 2.43508], [1.35651, 3.31972, -0.15708], [2.22813, -0.80919, -2.00585], [-5.56232, -0.17168, 0.91918], [-3.34186, 0.55123, 0.26960], [-0.13971, -0.31462, -0.17238], [3.03000, -0.65045, -3.11986], [-5.61772, -1.75356, 2.38171], [-2.73610, -0.36529, 1.19296], [-2.99969, 2.39145, -0.80852], [-0.94361, 3.31546, -1.23990], [-1.27835, 1.29738, -0.68992]],
  "lowdin_charge": [-0.05, -0.01, 0.11, -0.08, 0.12, -0.09, 0.10, -0.14, -0.35, 0.12, 0.11, 0.11, -0.06, 0.10, 0.11, -0.07, 0.13, -0.02, 0.17, 0.11, 0.09, -0.11, -0.18, -0.08, -0.20, 0.10, 0.01, -0.14, -0.20, 0.13, -0.20, -0.01, -0.21, -0.06, -0.12, 0.13, 0.12, -0.09, -0.11, -0.16, 1.01, -0.02, 0.10, -0.36, 0.14, 0.12, -0.10]
}

---

Record 2
{
  "formula": "C5H6Cl2N2O3",
  "method": "ωB97M-V/def2-TZVPD",
  "e_homo_ev": -9.09,
  "spin_multiplicity": 1,
  "fmax_ha_per_bohr": 0.097,
  "energy_ha": -1449.6893,
  "e_lumo_ha": -0.0009,
  "species": ["C", "H", "Cl", "H", "O", "H", "C", "C", "H", "Cl", "H", "O", "O", "C", "N", "H", "N", "C"],
  "coordinates": [[-0.60012, -0.16753, 1.01666], [-1.58172, 2.08879, 0.58255], [1.11524, 2.49652, 0.07842], [-3.09731, 1.53880, -0.28924], [0.79024, -3.18405, -0.21175], [-1.30502, 1.71453, -1.07258], [0.58707, -1.99845, -0.17929], [1.24956, 0.23677, -1.11971], [-0.61251, 0.25752, 2.04788], [2.27108, 0.12277, 1.37875], [-0.17479, -2.14497, 1.70563], [-1.73105, 0.03205, 0.19005], [1.52975, 0.92235, -2.06039], [-2.04487, 1.49877, -0.22065], [1.11840, -1.12834, -1.10304], [1.42699, -1.63937, -1.93068], [-0.08703, -1.45639, 0.93081], [1.14609, 0.81022, 0.25657]],
  "lowdin_charge": [-0.23, 0.05, 0.73, 0.07, 0.10, 0.09, -0.53, -0.60, 0.15, 0.71, 0.18, -0.15, 0.07, 0.01, 0.18, 0.18, 0.05, -1.08]
}

---

Record 3
{
  "formula": "C14H14N5O4PtS",
  "method": "ωB97M-V/def2-TZVPD",
  "e_homo_ev": [-2.13, -4.45],
  "spin_multiplicity": 3,
  "fmax_ha_per_bohr": 0.028,
  "total_charge": -1,
  "energy_ha": -1634.0131,
  "e_lumo_ha": [0.0800, 0.0798],
  "species": ["H", "O", "C", "O", "C", "H", "H", "C", "C", "H", "H", "H", "C", "N", "N", "C", "C", "C", "O", "Pt", "C", "C", "S", "C", "H", "N", "H", "H", "N", "C", "H", "H", "N", "H", "O", "C", "H", "C", "H"],
  "coordinates": [[2.24682, -0.85914, -3.77054], [2.35076, -2.40479, -5.61746], [2.02010, 0.90346, 2.00452], [0.46280, -3.10931, -6.35878], [-0.94841, -1.78638, -4.44305], [2.68401, 3.03025, 5.16166], [4.40118, 1.43322, 4.36090], [3.21127, 0.78146, 2.68433], [1.28741, 2.55368, 3.61986], [-4.26269, -0.12038, 2.20492], [2.42903, 0.48767, -1.89132], [3.96787, 0.09737, 2.31608], [0.45196, -1.70994, -4.54906], [-3.12058, -2.08173, 2.94695], [-2.95487, 0.90866, 0.99443], [-2.56615, -1.20414, 2.04530], [0.98775, 1.78757, 2.45518], [3.46266, 1.53700, 3.82998], [0.95787, 1.58046, -1.03158], [-0.67404, 1.09791, 0.20175], [1.34516, 0.66562, -1.83362], [0.53850, -0.15366, -2.68433], [-1.18619, -1.55009, 1.22112], [1.17072, -0.91174, -3.67051], [-3.03958, 1.84037, 1.37034], [1.12452, -2.44054, -5.56773], [-3.59402, -1.68012, 3.74453], [1.83260, 0.32178, 1.11262], [-0.21664, 1.90499, 1.87903], [-0.90215, -0.23445, -2.54780], [-2.66798, -1.14629, -3.35985], [-3.38251, 0.79578, 0.08239], [-3.29760, -0.05942, 1.92073], [-2.50412, -2.84400, 3.17244], [-1.56344, 0.38734, -1.64915], [2.49119, 2.42793, 4.28011], [-1.48609, -2.41933, -5.13360], [-1.59228, -1.07889, -3.46802], [0.53513, 3.25185, 3.96725]],
  "lowdin_charge": [0.12, 0.02, -0.05, 0.02, -0.04, 0.09, 0.08, -0.11, -0.06, 0.14, 0.11, 0.09, -0.20, 0.05, -0.05, -0.91, -0.44, -0.13, -0.24, 0.92, -0.27, -0.15, 0.68, 0.02, 0.09, -0.38, 0.09, 0.07, -0.15, -0.38, 0.10, 0.09, -0.09, 0.07, -0.24, -0.13, 0.10, -0.02, 0.09]
}

---

Record 4
{
  "formula": "C24H46NO13P",
  "method": "ωB97M-V/def2-TZVPD",
  "e_homo_ev": -8.83,
  "spin_multiplicity": 1,
  "fmax_ha_per_bohr": 0.111,
  "smiles": "O=C1c2ccccc2C(=O)N1P(=O)(O)O.COCCOC.COCCOC.COCCOC.COCCOC",
  "energy_ha": -2316.0235,
  "e_lumo_ha": -0.0460,
  "species": ["C", "O", "O", "H", "H", "H", "C", "C", "H", "H", "H", "H", "O", "H", "H", "C", "P", "H", "H", "H", "H", "O", "H", "C", "O", "H", "H", "O", "N", "C", "O", "H", "H", "H", "H", "H", "H", "H", "C", "H", "O", "H", "H", "H", "H", "C", "C", "C", "H", "H", "H", "C", "C", "C", "H", "H", "O", "O", "C", "O", "H", "H", "H", "C", "H", "C", "H", "H", "H", "C", "H", "C", "H", "H", "O", "C", "C", "O", "C", "C", "C", "H", "H", "C", "H"],
  "coordinates": [[4.51281, 2.56815, -2.19774], [3.82593, 1.80220, 0.01741], [5.91467, 2.48584, -1.94183], [4.15155, 1.65028, -2.67406], [4.36367, 3.39161, -2.90326], [4.05723, 3.81329, -0.47402], [0.90759, 1.13108, 3.10461], [-4.38946, -2.07262, 0.01337], [6.47067, 0.70083, -2.81797], [5.71728, 2.47449, 0.62012], [-4.92134, -7.14402, 2.55948], [-2.63998, 2.69015, 2.21505], [-5.55484, -8.42427, 5.60959], [4.37757, 2.74076, 1.77271], [-5.32685, -5.87548, 5.87364], [-4.68400, -5.08102, -0.25925], [-4.85680, -0.15017, -2.50863], [7.52376, 5.36348, -3.36050], [8.24319, 6.51183, -7.06654], [6.15409, 5.04299, -2.26108], [2.66947, 2.97327, -1.18072], [-1.64453, -1.91996, -2.49254], [0.26704, -0.21130, 0.18251], [0.87103, 0.40530, 0.85171], [8.03886, 7.17123, -5.11991], [-5.97038, -2.12913, 1.72282], [0.16131, 2.83686, 4.16875], [-6.01109, -6.06911, 3.90320], [-3.41898, -0.47509, -1.54299], [8.12746, 6.10477, -6.05554], [-3.96886, 0.27311, 0.76953], [-7.42619, -9.21387, 5.98573], [-4.69972, -9.17193, 3.92103], [6.23077, 7.61858, -6.05212], [9.01270, 5.51369, -5.81324], [-1.07641, 1.61176, 3.85568], [4.94463, 7.77094, -3.93170], [5.03061, 1.10766, 1.51539], [-0.20797, 2.12276, 3.42570], [1.19490, 0.61647, 4.02778], [0.47126, 0.12939, 2.18885], [-5.17116, 1.53198, -3.92773], [-6.59662, -4.75339, 5.35473], [6.89293, 8.84610, -4.96301], [-7.42950, -7.49227, 5.50647], [-6.89172, -8.26054, 6.06541], [6.48278, 5.03582, -3.30410], [-1.75834, 2.36674, 1.65383], [-4.82433, -6.22212, -0.31548], [0.72557, 1.45324, 0.58266], [-6.32099, -4.83849, 1.47584], [-5.02781, -7.07084, 3.64667], [6.36536, 1.14293, -1.82253], [5.90448, 7.24483, -3.93483], [7.25411, 5.45055, -6.02269], [7.34266, 1.15399, -1.33696], [-4.50053, 0.80011, -3.89575], [-5.71455, -1.54165, -2.97730], [4.79487, 2.05501, 1.02643], [5.61828, 5.85565, -4.08255], [1.79382, 1.64814, 2.72016], [1.92449, 0.13655, 0.72144], [-4.93459, -4.53196, 4.76526], [-5.46097, -8.43131, 4.18728], [-1.81431, 2.77605, 0.64385], [6.74470, 7.76939, -5.09655], [6.39557, 7.43929, -2.97510], [-6.85811, -7.96542, 7.11581], [-5.11514, -2.27753, -3.24248], [-3.92081, -0.55804, -0.15265], [6.42028, 4.01686, -3.68509], [3.72871, 2.86979, -0.92337], [-4.05699, -6.77491, 4.05833], [-3.03240, -4.89859, -1.99005], [-0.58421, 2.87546, 2.27515], [-3.55187, -2.83448, -1.06203], [-3.66853, -4.36673, -1.21385], [-5.80212, 0.67639, -1.60109], [-5.69126, -5.27381, 5.03796], [-5.55414, -4.30646, 0.80039], [-5.39325, -2.74976, 0.96734], [-1.75003, 1.27727, 1.58569], [-6.40820, -8.74900, 3.73791], [-2.68583, -1.74142, -1.83189], [5.68705, 0.53178, -1.22258]],
  "lowdin_charge": [-0.19, -0.21, -0.23, 0.13, 0.11, 0.13, -0.19, -0.03, 0.09, 0.08, 0.11, 0.09, -0.19, 0.09, 0.09, -0.04, 0.67, 0.09, 0.09, 0.09, 0.13, 0.10, 0.08, -0.10, -0.19, 0.11, 0.12, -0.22, -0.04, -0.11, 0.11, 0.09, 0.12, 0.12, 0.09, 0.13, 0.12, 0.09, -0.20, 0.12, -0.19, 0.09, 0.09, 0.12, 0.08, -0.11, -0.11, -0.12, 0.09, 0.08, 0.10, -0.20, -0.10, -0.20, 0.08, 0.09, -0.18, -0.14, -0.11, -0.19, 0.12, 0.08, 0.09, -0.20, 0.09, -0.20, 0.13, 0.09, 0.08, -0.35, 0.08, -0.18, 0.13, 0.10, -0.19, -0.06, 0.01, -0.31, -0.11, -0.02, 0.04, 0.06, 0.13, -0.33, 0.08]
}

---

Number 4 is which compound? C24H46NO13P